Entry 1:
Formula: C31H67NO27PS
Source: OMol25
Level of theory: the ωB97M-V functional and the def2-TZVPD basis

Geometry as XYZ:
```
128
Properties=species:S:1:pos:R:3
C -3.48041 1.69080 4.02322
C -4.02102 2.23696 2.71063
P -3.62090 1.08177 1.27396
C -1.94496 2.09730 0.91144
C -1.18067 1.45503 -0.16710
O -1.03950 1.86894 -1.30252
N -0.58453 0.18512 0.22025
C 0.66102 0.42531 0.93703
C -0.48404 -0.79216 -0.85062
S -4.89544 2.50958 -0.15801
C -5.56846 1.32672 -1.33934
O -4.11080 3.44801 -0.97567
O -6.07805 3.06544 0.52363
H -3.61642 2.39574 4.84968
H -3.98904 0.76228 4.29944
H -2.41236 1.45515 3.96118
H -3.62872 3.23676 2.50508
H -5.10871 2.31878 2.73417
H -3.40464 0.33259 0.04091
H -4.91928 0.40323 1.42405
H -2.91778 0.11341 2.06301
H -2.15170 3.14153 0.68084
H -1.42248 1.99410 1.86598
H 0.86553 -0.33792 1.69287
H 0.59142 1.39100 1.43761
H 1.51273 0.47410 0.24128
H -0.67207 -0.34715 -1.82998
H -1.19908 -1.60427 -0.68875
H 0.51775 -1.23209 -0.87441
H -4.79814 1.05438 -2.05610
H -6.39367 1.85085 -1.82269
H -5.93410 0.45174 -0.80236
C 1.46021 1.12073 -4.22320
O 2.21434 0.32400 -5.15515
C 2.75329 -0.76854 -4.63508
O 2.67488 -1.12611 -3.48447
O 3.39815 -1.43537 -5.59844
C 4.02583 -2.63114 -5.12336
H 1.09216 1.96748 -4.79201
H 0.63238 0.55606 -3.80077
H 2.10214 1.45860 -3.41222
H 3.29290 -3.28804 -4.65834
H 4.80212 -2.39908 -4.39711
H 4.46508 -3.11945 -5.98747
C 1.39137 4.44733 1.46654
O 2.24519 3.78500 2.41977
C 3.38255 4.40988 2.67660
O 3.75541 5.45196 2.19461
O 4.06876 3.69363 3.57341
C 5.31686 4.27685 3.96361
H 0.52060 3.80765 1.35685
H 1.10072 5.43040 1.82975
H 1.90369 4.55280 0.51264
H 5.15413 5.25365 4.41630
H 5.97331 4.38432 3.10201
H 5.73980 3.58522 4.68594
C -1.86683 8.06181 -1.68997
O -0.95023 7.52743 -0.72869
C 0.15312 8.24069 -0.53487
O 0.43764 9.27962 -1.07795
O 0.89780 7.60118 0.36600
C 2.14257 8.22877 0.69462
H -2.68901 7.35438 -1.71735
H -2.20899 9.04789 -1.37983
H -1.38921 8.13983 -2.66521
H 1.96786 9.21115 1.13087
H 2.75969 8.33640 -0.19608
H 2.61977 7.55949 1.40432
C -6.27387 -2.33497 4.64509
O -5.98423 -3.17470 5.77938
C -4.83459 -2.87896 6.38176
O -4.07816 -2.00368 6.05525
O -4.66043 -3.71882 7.40867
C -3.44588 -3.49721 8.13375
H -7.22296 -2.69535 4.26266
H -6.34675 -1.29408 4.95281
H -5.49056 -2.42342 3.89545
H -3.42778 -2.49150 8.55018
H -2.58365 -3.62135 7.48088
H -3.44445 -4.24283 8.92288
C 9.34473 -5.40262 -3.86746
O 9.02950 -4.55508 -2.75680
C 7.81894 -3.99764 -2.82237
O 7.02240 -4.15723 -3.71237
O 7.63970 -3.24345 -1.74245
C 6.36742 -2.57632 -1.68815
H 10.34496 -5.77331 -3.66724
H 8.63318 -6.22367 -3.93393
H 9.32019 -4.83712 -4.79726
H 5.55615 -3.30129 -1.70184
H 6.25757 -1.90065 -2.53408
H 6.37642 -2.02355 -0.75500
C 0.57080 -8.54948 -3.80977
O 1.33452 -7.37037 -3.53900
C 0.60517 -6.25854 -3.40861
O -0.59837 -6.20438 -3.47463
O 1.42401 -5.24140 -3.18007
C 0.77637 -3.97072 -2.99345
H 1.29406 -9.35860 -3.83745
H -0.16776 -8.71726 -3.02803
H 0.06425 -8.46288 -4.77023
H 0.10716 -3.99962 -2.13589
H 0.20555 -3.70253 -3.88097
H 1.58006 -3.25928 -2.83011
C -5.93573 -9.89835 -7.58337
O -5.65778 -8.95253 -6.54728
C -4.40059 -8.49753 -6.54195
O -3.53884 -8.83175 -7.31700
O -4.26830 -7.63626 -5.54319
C -2.95843 -7.05318 -5.42463
H -6.97983 -10.16510 -7.45285
H -5.77051 -9.45237 -8.56272
H -5.29737 -10.77467 -7.48312
H -2.71677 -6.49534 -6.32704
H -2.21562 -7.83163 -5.26868
H -2.99963 -6.40301 -4.55943
C 1.84489 4.40515 5.87981
O 2.48188 5.57468 6.42086
C 1.64868 6.55268 6.76139
O 0.44889 6.52849 6.67578
O 2.37125 7.58045 7.22210
C 1.58679 8.71182 7.61449
H 2.65613 3.72378 5.64935
H 1.16551 3.96408 6.60645
H 1.29386 4.65235 4.97462
H 0.89716 8.44061 8.41202
H 1.01511 9.09129 6.76940
H 2.30400 9.45063 7.95837
```

Properties
**Maximum force**: 0.0119 Eh/bohr
**Net charge**: -1
**HOMO energy**: -4.38 eV
**E_tot**: -110129.6400 eV


Entry 2:
Formula: C31H68KN15O5
Source: OMol25
Level of theory: the ωB97M-V functional and the def2-TZVPD basis

Geometry as XYZ:
```
120
Properties=species:S:1:pos:R:3
K 0.91226 0.53778 -0.87949
C -0.39892 -5.70482 -2.90226
N -0.42015 -4.76214 -1.80542
C -0.45372 -5.34741 -0.48858
C -0.22554 -3.39834 -2.02381
N 0.60132 -2.62561 -1.40933
C 1.72890 -3.23487 -0.72061
C 2.62061 -2.19960 -0.04546
N 2.00304 -1.30815 0.93544
C 2.98287 -0.28025 1.38943
C 3.83252 0.50494 0.38371
N 3.20522 1.73220 -0.09208
C 3.78528 2.37286 -1.05211
N 4.69106 1.80380 -1.93905
C 4.33159 0.61765 -2.68641
C 5.81988 2.54213 -2.46119
N 3.58070 3.71979 -1.20918
C 2.98273 4.47293 -0.12923
C 3.36704 4.29127 -2.52911
C 1.58107 -1.94675 2.18894
C 0.47513 -2.99719 2.21463
N -0.80911 -2.59492 1.67798
C -1.87435 -2.71704 2.39252
N -3.10503 -2.80605 1.78254
C -3.19626 -3.05389 0.35659
C -4.27768 -2.16274 2.34880
N -1.90874 -2.78759 3.77425
C -1.09391 -1.91023 4.58617
C -2.80774 -3.66444 4.48792
N -1.02231 -2.89489 -3.02224
C -0.68091 -1.65914 -3.69970
C -2.37446 -3.35877 -3.24190
H 0.51928 -6.30369 -2.89160
H -1.24894 -6.39239 -2.83993
H -0.44999 -5.17813 -3.85124
H -1.29048 -6.05254 -0.43332
H 0.46076 -5.90023 -0.23861
H -0.61737 -4.57127 0.25584
H 1.44996 -3.99898 -0.00151
H 2.37402 -3.74619 -1.44917
H 3.48948 -2.72168 0.39884
H 3.01098 -1.57890 -0.85357
H 2.42809 0.44026 1.99542
H 3.69905 -0.77841 2.06573
H 4.73214 0.77712 0.94976
H 4.19486 -0.15816 -0.40325
H 3.30178 0.33914 -2.47598
H 4.37911 0.82847 -3.75928
H 4.99774 -0.22552 -2.47110
H 6.01824 3.40703 -1.83294
H 6.70569 1.90087 -2.45712
H 5.66119 2.88681 -3.48968
H 3.22875 4.00622 0.82053
H 3.37055 5.49462 -0.15231
H 1.89306 4.50592 -0.21853
H 3.55560 3.55391 -3.30123
H 2.32050 4.58514 -2.63857
H 4.00774 5.16488 -2.68041
H 1.26688 -1.12713 2.83857
H 2.46083 -2.41965 2.66637
H 0.80322 -3.88951 1.67959
H 0.41121 -3.31505 3.26100
H -2.36070 -3.66848 0.03382
H -4.13225 -3.58006 0.15414
H -3.18412 -2.12338 -0.21922
H -4.04988 -1.75168 3.32870
H -4.60082 -1.33889 1.70546
H -5.10459 -2.87201 2.44410
H -0.61120 -1.16430 3.95529
H -1.73209 -1.38843 5.30817
H -0.32966 -2.45471 5.15187
H -3.33879 -4.30299 3.78627
H -2.24146 -4.30095 5.17513
H -3.54361 -3.10592 5.07818
H 0.38526 -1.47115 -3.60752
H -0.94299 -1.75106 -4.75695
H -1.19997 -0.78811 -3.29778
H -2.63330 -4.13185 -2.52220
H -3.07724 -2.52716 -3.12558
H -2.50309 -3.76295 -4.25141
N -0.15500 1.19313 2.94335
C -1.49638 1.41746 3.48930
C -2.58052 1.00013 2.51030
N -2.75132 1.99364 1.45815
C -4.06600 2.00123 0.81641
C -4.21092 1.08995 -0.39774
N -3.56570 1.68390 -1.55984
H -0.06548 1.58146 2.00868
H 0.53673 1.66446 3.51516
H -1.58791 0.81726 4.40012
H -1.68459 2.46247 3.76625
H -2.35427 -0.00448 2.12804
H -3.52296 0.94216 3.06270
H -2.03807 1.86966 0.74428
H -4.80628 1.73365 1.57668
H -4.29521 3.01853 0.48410
H -3.82933 0.09054 -0.13734
H -5.27685 0.98958 -0.62235
H -2.55043 1.62723 -1.55521
H -3.86188 1.24328 -2.42049
C -0.91924 4.73947 1.37537
C -0.68561 4.42310 -0.05835
N -0.37146 3.23944 -0.54256
C -0.26694 3.39648 -1.90756
C -0.50731 4.69450 -2.24922
N -0.75505 5.34822 -1.04238
C -0.43652 5.35717 -3.55271
O -0.19028 6.70660 -3.50498
O -0.53171 4.80371 -4.60641
C 0.10596 2.17594 -2.72082
O -0.80349 1.32303 -2.78978
O 1.30551 2.04384 -3.03480
H -1.74174 4.12337 1.74437
H -1.14624 5.79576 1.51818
H -0.02814 4.49526 1.95645
H -1.17113 6.25809 -0.93514
H 0.17668 6.94109 -2.64461
O -1.28524 -0.48433 -0.01684
H -1.05823 -1.27621 0.53187
H -1.21290 -0.81472 -0.92112
```

Properties
**Maximum force**: 0.0116 Eh/bohr
**HOMO energy**: -8.03 eV
**E_tot**: -82165.6491 eV
**ΔE to the lowest compared entry with this formula, charge and spin**: 0.0 kcal/mol